No. 1
Computed, not measured: the molecule C2H5NO, with the ωB97M-V functional and the def2-TZVPD basis.

Each atom is followed by the atoms it is bonded to, with distances in Å.
Atoms and positions in Å:
1 C 0.871 -0.403 -0.541  H2 1.096, N4 1.452, H7 1.099, H9 1.096
2 H 0.953 -0.668 -1.601  C1 1.096
3 H -1.145 0.059 -1.032  N4 1.005
4 N -0.518 -0.083 -0.260  C1 1.452, H3 1.005, C5 1.358
5 C -0.881 0.450 0.935  N4 1.358, O6 1.213, H8 1.113
6 O -0.190 0.416 1.931  C5 1.213
7 H 1.505 0.468 -0.324  C1 1.099
8 H -1.867 0.963 0.884  C5 1.113
9 H 1.215 -1.242 0.075  C1 1.096

As for the charge: 0. The HOMO energy comes out at -9.87 eV. As for the HOMO-LUMO gap: 10.76 eV. Its maximum force is 0.4 eV/Å. The calculation puts the energy above the lowest of the compared OMol25 structures with the same formula, charge and spin at 12.2 kcal per mole. The SMILES is CNC=O.

Atom charges from the natural (NBO) analysis, given in e for atoms 1 to 8:
1 C -0.420
2 H 0.204
3 H 0.390
4 N -0.617
5 C 0.524
6 O -0.604
7 H 0.204
8 H 0.105

No. 2
Computed, not measured: the molecule C2H5NO in a non-equilibrium geometry, with the ωB97M-V functional and the def2-TZVPD basis.

Each atom is followed by the atoms it is bonded to, with distances in Å.
Atoms and positions in Å:
1 H -0.097 1.280 1.003  C7 1.019
2 H 1.019 -2.070 -0.182  C4 1.149
3 H -0.171 1.972 -0.491  C7 1.084
4 C 0.175 -1.365 0.151  H2 1.149, N5 1.289, H8 1.081
5 N 0.404 -0.155 -0.232  C4 1.289, O6 1.249, C7 1.500
6 O 1.389 0.074 -0.965  N5 1.249
7 C -0.412 1.070 0.058  H1 1.019, H3 1.084, N5 1.500, H9 1.114
8 H -0.817 -1.612 0.504  C4 1.081
9 H -1.491 0.806 0.153  C7 1.114

As for the charge: 0. The HOMO energy comes out at -8.67 eV. As for the HOMO-LUMO gap: 9.60 eV. Its maximum force is 3.1 eV/Å. The calculation puts the energy above the lowest of the compared OMol25 structures with the same formula, charge and spin at 86.2 kcal per mole. The SMILES is C=[N+](C)[O-].

Atom charges from the natural (NBO) analysis, given in e for atoms 1 to 8:
1 H 0.213
2 H 0.229
3 H 0.245
4 C -0.248
5 N 0.127
6 O -0.533
7 C -0.437
8 H 0.194

No. 3
Computed, not measured: the molecule C2H5NO in a non-equilibrium geometry, with the ωB97M-V functional and the def2-TZVPD basis.

Each atom is followed by the atoms it is bonded to, with distances in Å.
Atoms and positions in Å:
1 O 1.517 0.742 0.080  N3 1.440, C5 1.431
2 H -0.723 0.308 1.231  C9 1.122
3 N 1.336 -0.686 0.124  O1 1.440, C5 1.423, H7 0.976
4 H 0.392 -0.016 -1.662  C5 1.023
5 C 0.454 0.119 -0.650  O1 1.431, N3 1.423, H4 1.023, C9 1.532
6 H -1.501 -0.628 0.132  C9 1.066
7 H 0.990 -1.105 0.935  N3 0.976
8 H -1.599 1.040 -0.310  C9 1.178
9 C -0.865 0.226 0.121  H2 1.122, C5 1.532, H6 1.066, H8 1.178

As for the charge: 0. The HOMO energy comes out at -9.47 eV. As for the HOMO-LUMO gap: 10.53 eV. Its maximum force is 6.0 eV/Å. The calculation puts the energy above the lowest of the compared OMol25 structures with the same formula, charge and spin at 93.5 kcal per mole. The SMILES is C[C@@H]1NO1.

Atom charges from the natural (NBO) analysis, given in e for atoms 1 to 8:
1 O -0.353
2 H 0.225
3 N -0.346
4 H 0.181
5 C 0.195
6 H 0.216
7 H 0.335
8 H 0.213

No. 4
Computed, not measured: the molecule C2H5NO in a non-equilibrium geometry, with the ωB97M-V functional and the def2-TZVPD basis.

Each atom is followed by the atoms it is bonded to, with distances in Å.
Atoms and positions in Å:
1 C 0.354 -0.670 0.445  N2 1.499, H3 1.101, H5 1.094, C9 1.526
2 N 0.300 0.493 1.390  C1 1.499, H6 1.011, H7 1.014
3 H -0.554 -1.227 0.722  C1 1.101
4 H 1.055 -0.394 -1.624  C9 1.102
5 H 1.250 -1.290 0.542  C1 1.094
6 H 0.039 0.126 2.295  N2 1.011
7 H -0.523 0.990 1.067  N2 1.014
8 O -0.856 0.384 -1.239  C9 1.205
9 C 0.188 -0.160 -0.984  C1 1.526, H4 1.102, O8 1.205

As for the charge: 0. The HOMO energy comes out at -9.73 eV. As for the HOMO-LUMO gap: 10.42 eV. Its maximum force is 2.1 eV/Å. The calculation puts the energy above the lowest of the compared OMol25 structures with the same formula, charge and spin at 36.3 kcal per mole. The SMILES is NCC=O.

Atom charges from the natural (NBO) analysis, given in e for atoms 1 to 8:
1 C -0.335
2 N -0.813
3 H 0.197
4 H 0.119
5 H 0.191
6 H 0.352
7 H 0.359
8 O -0.512

No. 5
Computed, not measured: the molecule C2H5NO in a non-equilibrium geometry, with the ωB97M-V functional and the def2-TZVPD basis.

Each atom is followed by the atoms it is bonded to, with distances in Å.
Atoms and positions in Å:
1 H -2.600 0.580 0.074  C3 1.064
2 H 2.243 -0.040 -0.853  C9 1.067
3 C -1.758 -0.068 0.025  H1 1.064, H5 1.094, N6 1.289
4 H 2.143 -0.451 0.856  C9 1.116
5 H -1.941 -1.145 0.088  C3 1.094
6 N -0.591 0.473 -0.044  C3 1.289, O8 1.377
7 H 1.589 1.209 0.279  C9 1.119
8 O 0.410 -0.473 -0.056  N6 1.377, C9 1.388
9 C 1.662 0.121 0.027  H2 1.067, H4 1.116, H7 1.119, O8 1.388

As for the charge: 0. The HOMO energy comes out at -9.56 eV. As for the HOMO-LUMO gap: 10.80 eV. Its maximum force is 2.3 eV/Å. The calculation puts the energy above the lowest of the compared OMol25 structures with the same formula, charge and spin at 71.2 kcal per mole. The SMILES is C=NOC.

Atom charges from the natural (NBO) analysis, given in e for atoms 1 to 8:
1 H 0.188
2 H 0.177
3 C -0.153
4 H 0.181
5 H 0.177
6 N -0.114
7 H 0.200
8 O -0.401

No. 6
Computed, not measured: the molecule C2H5NO in a non-equilibrium geometry, with the ωB97M-V functional and the def2-TZVPD basis.

Each atom is followed by the atoms it is bonded to, with distances in Å.
Atoms and positions in Å:
1 C 1.344 -0.283 -0.080  N5 1.369, O6 1.211, H9 1.098
2 H -0.731 -0.104 1.308  C4 1.092
3 H -1.538 1.087 0.270  C4 1.099
4 C -1.065 0.095 0.287  H2 1.092, H3 1.099, N5 1.433, H8 1.088
5 N 0.109 0.095 -0.535  C1 1.369, C4 1.433, H7 1.007
6 O 1.598 -1.173 0.701  C1 1.211
7 H 0.067 0.422 -1.486  N5 1.007
8 H -1.783 -0.661 -0.025  C4 1.088
9 H 1.998 0.522 -0.441  C1 1.098

As for the charge: 0. The HOMO energy comes out at -9.65 eV. As for the HOMO-LUMO gap: 10.57 eV. Its maximum force is 1.6 eV/Å. The calculation puts the energy above the lowest of the compared OMol25 structures with the same formula, charge and spin at 25.0 kcal per mole. The SMILES is CNC=O.

Atom charges from the natural (NBO) analysis, given in e for atoms 1 to 8:
1 C 0.534
2 H 0.222
3 H 0.195
4 C -0.414
5 N -0.649
6 O -0.570
7 H 0.390
8 H 0.193

No. 7
Computed, not measured: the molecule C2H5NO in a non-equilibrium geometry, with the ωB97M-V functional and the def2-TZVPD basis.

Each atom is followed by the atoms it is bonded to, with distances in Å.
Atoms and positions in Å:
1 O -2.494 0.024 -0.044  N5 1.231
2 H 1.304 1.045 0.373  C9 1.142
3 H -0.476 -1.547 0.571  C4 1.144
4 C -0.295 -0.457 0.278  H3 1.144, N5 1.266, C9 1.501
5 N -1.283 0.227 -0.120  O1 1.231, C4 1.266, H7 1.029
6 H 1.173 0.150 -1.093  C9 1.048
7 H -0.947 1.172 -0.348  N5 1.029
8 H 1.925 -0.623 0.440  C9 1.157
9 C 1.092 0.009 -0.057  H2 1.142, C4 1.501, H6 1.048, H8 1.157

As for the charge: 0. The HOMO energy (alpha / beta) comes out at -5.82 / -10.70 eV. As for the HOMO-LUMO gap (alpha / beta): 6.90 / 9.40 eV. Its maximum force is 11.7 eV/Å. The calculation puts the energy above the lowest of the compared OMol25 structures with the same formula, charge and spin at 17.4 kcal per mole. Its multiplicity is 3.

Atom charges from the natural (NBO) analysis, given in e for atoms 1 to 8:
1 O -0.244
2 H 0.207
3 H 0.190
4 C 0.001
5 N -0.233
6 H 0.210
7 H 0.312
8 H 0.243

No. 8
Computed, not measured: the molecule C2H5NO2 in a non-equilibrium geometry, with the ωB97M-V functional and the def2-TZVPD basis.

Each atom is followed by the atoms it is bonded to, with distances in Å.
Atoms and positions in Å:
1 O 2.492 -0.618 0.016  H7 1.021, O10 1.438
2 C -1.969 -0.024 -0.059  H3 1.147, H6 1.106, C9 1.334
3 H -2.435 0.375 0.909  C2 1.147
4 H 0.227 0.697 1.304  N5 1.084
5 N 0.363 0.659 0.230  H4 1.084, C9 1.385, O10 1.369
6 H -2.748 -0.507 -0.677  C2 1.106
7 H 3.430 -0.350 0.316  O1 1.021
8 H -0.321 -0.707 -1.405  C9 1.280
9 C -0.673 -0.029 -0.378  C2 1.334, N5 1.385, H8 1.280
10 O 1.634 0.504 -0.256  O1 1.438, N5 1.369

As for the charge: 0. The HOMO energy comes out at -8.80 eV. As for the HOMO-LUMO gap: 9.57 eV. Its maximum force is 4.8 eV/Å. The calculation puts the energy above the lowest of the compared OMol25 structures with the same formula, charge and spin at 159.0 kcal per mole. The SMILES is C=CNOO.

Atom charges from the natural (NBO) analysis, given in e for atoms 1 to 8:
1 O -0.494
2 C -0.514
3 H 0.200
4 H 0.364
5 N -0.300
6 H 0.221
7 H 0.472
8 H 0.220

No. 9
Computed, not measured: the molecule C2H5NO2 in a non-equilibrium geometry, with the ωB97M-V functional and the def2-TZVPD basis.

Each atom is followed by the atoms it is bonded to, with distances in Å.
Atoms and positions in Å:
1 O 1.923 -0.948 -0.344  C2 1.181
2 C 1.728 0.198 -0.136  O1 1.181, N3 1.430, H8 1.088
3 N 0.416 0.763 -0.087  C2 1.430, H5 1.054, O7 1.362
4 H -1.613 -0.039 1.036  C9 1.184
5 H 0.296 1.782 0.153  N3 1.054
6 H -0.846 -1.497 0.354  C9 1.111
7 O -0.602 0.258 -0.838  N3 1.362, C9 1.438
8 H 2.473 0.863 0.296  C2 1.088
9 C -1.391 -0.592 0.013  H4 1.184, H6 1.111, O7 1.438, H10 1.112
10 H -2.384 -0.787 -0.446  C9 1.112

As for the charge: 0. The HOMO energy comes out at -9.97 eV. As for the HOMO-LUMO gap: 10.86 eV. Its maximum force is 3.3 eV/Å. The calculation puts the energy above the lowest of the compared OMol25 structures with the same formula, charge and spin at 69.8 kcal per mole. The SMILES is CONC=O.

Atom charges from the natural (NBO) analysis, given in e for atoms 1 to 8:
1 O -0.556
2 C 0.512
3 N -0.374
4 H 0.167
5 H 0.374
6 H 0.197
7 O -0.367
8 H 0.113

No. 10
Computed, not measured: the molecule C2H5NO2 in a non-equilibrium geometry, with the ωB97M-V functional and the def2-TZVPD basis.

Each atom is followed by the atoms it is bonded to, with distances in Å.
Atoms and positions in Å:
1 H 2.106 -1.049 -0.191  O7 0.932
2 C 0.012 1.073 0.019  O5 1.212, H9 1.180, N10 1.290
3 H -0.768 -1.584 -0.749  C4 1.128
4 C -1.228 -0.930 0.048  H3 1.128, O5 1.522, H6 1.059, H8 1.115
5 O -1.087 0.577 -0.107  C2 1.212, C4 1.522
6 H -0.958 -0.867 1.070  C4 1.059
7 O 1.220 -0.853 0.024  H1 0.932, N10 1.374
8 H -2.336 -1.035 -0.016  C4 1.115
9 H -0.060 2.244 0.143  C2 1.180
10 N 1.178 0.521 0.001  C2 1.290, O7 1.374

As for the charge: 0. The HOMO energy comes out at -8.60 eV. As for the HOMO-LUMO gap: 9.46 eV. Its maximum force is 8.1 eV/Å. The calculation puts the energy above the lowest of the compared OMol25 structures with the same formula, charge and spin at 99.8 kcal per mole. The SMILES is CO/C=N\O.

Atom charges from the natural (NBO) analysis, given in e for atoms 1 to 8:
1 H 0.479
2 C 0.364
3 H 0.229
4 C -0.264
5 O -0.488
6 H 0.209
7 O -0.600
8 H 0.187